No. 1
Molecular formula: C32H74AsF6NO18P2S5
Method: DFT, ωB97M-V/def2-TZVPD

Properties
ΔE to the lowest compared entry with this formula, charge and spin, kJ/mol: 41.30
Net charge: 0

Each line ends with the Mulliken charge.
Geometry (Å):
N: -0.3514 20.2768 19.1449  0.025
H: -0.4872 20.7070 20.0485  0.497
H: -1.2098 20.3403 18.6165  -0.068
H: 0.0211 19.4120 19.5103  0.335
H: 0.3898 20.7728 18.6708  0.447
As: -2.5718 17.9069 20.2569  2.332
F: -1.2916 18.6858 21.3196  -0.578
F: -3.8213 18.0115 21.5260  -0.439
F: -3.8246 17.2871 19.1068  -0.455
F: -1.3508 17.7714 18.9284  -0.563
F: -2.1324 16.2769 20.8699  -0.536
F: -3.0148 19.6114 19.7187  -0.482
C: -3.6417 17.3295 15.1690  -0.888
C: -4.7521 17.9464 16.0020  0.090
C: -4.6532 19.4932 16.1076  -0.382
S: -2.7738 19.8173 15.6976  0.808
O: -2.1145 20.4039 16.8126  -0.763
O: -2.5081 20.4629 14.4232  -0.664
C: -2.3297 17.9908 15.6546  -0.197
H: -3.8247 17.4845 14.1057  0.403
H: -3.6026 16.2586 15.3686  0.178
H: -4.6275 17.4232 16.9501  -0.504
H: -5.7670 17.6264 15.7660  0.728
H: -4.8435 19.8141 17.1318  0.093
H: -5.4014 19.8623 15.4061  0.545
H: -2.1913 17.6965 16.6949  -0.192
H: -1.3900 17.7322 15.1666  0.563
C: -7.2404 18.1933 19.7872  0.119
C: -7.3134 19.5441 19.0503  0.373
C: -8.7211 20.0326 18.9491  -1.041
S: -9.7066 18.5179 18.5688  1.086
O: -9.5300 18.2336 17.1587  -0.612
O: -11.0339 18.5019 19.1720  -0.644
C: -8.6320 17.4213 19.6414  -0.760
H: -6.9920 18.3793 20.8321  0.270
H: -6.4541 17.5437 19.4027  -0.354
H: -6.8195 19.4598 18.0822  -0.278
H: -6.7180 20.2803 19.5903  0.128
H: -9.0270 20.7275 18.1670  0.501
H: -9.1713 20.3000 19.9051  0.377
H: -8.5984 16.4422 19.1634  0.428
H: -9.1087 17.2423 20.6052  0.355
C: -3.3448 14.1344 17.6654  0.758
C: -3.0421 13.4594 19.0413  -0.479
C: -3.0210 12.0018 18.7462  -0.311
S: -4.3163 11.6321 17.4561  1.140
O: -5.5545 11.0650 17.9201  -0.688
O: -3.6329 10.9994 16.3135  -0.659
C: -4.5180 13.3861 17.0340  -0.857
H: -2.3905 14.1634 17.1396  -0.182
H: -3.4561 15.1927 17.9014  -0.414
H: -3.7324 13.8013 19.8125  0.456
H: -2.1940 13.9545 19.5143  -0.252
H: -3.2693 11.3613 19.5925  0.636
H: -2.0402 11.7270 18.3581  -0.146
H: -5.3711 13.6584 17.6554  0.384
H: -4.8789 13.4598 16.0081  0.533
C: -4.7166 22.2737 22.9486  -0.741
C: -4.2532 23.6406 22.3282  -0.292
C: -2.6611 23.6446 22.3741  -0.994
S: -2.0318 21.8984 22.3930  1.101
O: -1.3909 21.6543 23.6553  -0.696
O: -1.3851 21.6351 21.1436  -0.761
C: -3.8035 21.2238 22.4304  0.334
H: -5.7451 21.9768 22.7435  0.393
H: -4.6120 22.3151 24.0328  0.364
H: -4.8043 24.3976 22.8861  0.463
H: -4.6084 23.6956 21.2992  -0.038
H: -2.3792 24.0523 23.3448  0.436
H: -2.1484 24.2150 21.5995  0.479
H: -3.7070 20.2293 22.8660  0.227
H: -4.0557 20.9971 21.3945  -0.423
C: -2.5886 18.6311 25.8047  -0.630
C: -2.5703 17.7042 24.5970  0.627
C: -1.5067 16.5492 24.7150  -0.930
S: -1.2440 16.2910 26.6088  1.074
O: 0.2078 16.0966 26.8166  -0.647
O: -2.1871 15.2715 27.1021  -0.646
C: -1.7649 18.0119 27.0204  -0.802
H: -3.6402 18.6628 26.0898  0.276
H: -2.2719 19.6534 25.5982  0.291
H: -2.3422 18.2336 23.6719  -0.696
H: -3.5349 17.2182 24.4512  0.362
H: -0.5887 16.9087 24.2501  0.237
H: -1.8468 15.5879 24.3298  0.576
H: -0.8452 18.5968 27.0079  0.348
H: -2.1217 18.1351 28.0430  0.487
C: 0.7190 8.4174 19.8829  -1.321
C: 0.2986 9.5350 19.0005  -0.196
O: -0.0420 10.6606 19.8178  -0.258
P: 0.7932 12.0150 19.7302  0.647
O: 2.2621 11.8383 19.5718  -0.776
O: 0.0291 12.8573 18.5493  0.145
C: 0.5941 13.6905 17.6029  -0.240
C: 0.1947 13.1783 16.1559  -1.060
O: 0.3376 12.7992 21.1146  -0.379
C: 0.6542 14.1484 21.3522  0.302
C: 0.9776 14.5680 22.8091  -1.169
H: 1.5989 8.5441 20.5137  0.323
H: -0.1315 8.0553 20.4604  0.321
H: 0.8472 7.5620 19.2197  0.402
H: 1.0142 9.9382 18.2840  0.417
H: -0.6140 9.2946 18.4552  0.269
H: 0.2079 14.6863 17.8204  0.104
H: 1.6699 13.7605 17.7639  0.512
H: 0.7533 13.6764 15.3635  0.404
H: 0.5012 12.1334 16.1084  0.321
H: -0.8928 13.1037 16.1562  0.207
H: 1.5044 14.3720 20.7077  0.297
H: -0.1899 14.7094 20.9512  -0.030
H: 1.3855 15.5630 22.9871  0.363
H: 0.0232 14.5833 23.3353  0.129
H: 1.5978 13.7776 23.2318  0.359
C: -3.3573 23.2725 18.5642  -0.482
C: -4.7542 23.5318 17.9005  -0.733
O: -4.8143 23.3543 16.4938  0.111
P: -4.4401 24.5892 15.5700  0.698
O: -3.0601 25.1361 15.7110  -0.768
O: -4.8604 24.1527 14.1023  -0.245
C: -4.3596 23.0897 13.4332  0.605
C: -5.4466 22.5132 12.4972  -1.288
O: -5.6355 25.6593 15.8887  -0.369
C: -7.0166 25.3156 15.6879  0.228
C: -7.7762 26.6172 15.8853  -1.304
H: -2.6499 23.8114 17.9339  0.453
H: -3.2371 23.6224 19.5895  -0.014
H: -3.1894 22.1959 18.5926  -0.052
H: -5.4649 22.9371 18.4743  0.360
H: -5.0886 24.5585 18.0498  0.475
H: -3.4656 23.4291 12.9100  0.316
H: -4.0265 22.3476 14.1588  -0.426
H: -5.0022 21.6021 12.0966  0.383
H: -6.3104 22.4325 13.1570  0.292
H: -5.6997 23.1750 11.6689  0.338
H: -7.2298 24.8330 14.7341  0.218
H: -7.2420 24.6565 16.5262  0.133
H: -7.3577 27.3889 15.2392  0.321
H: -8.8538 26.5479 15.7366  0.384
H: -7.6157 26.8757 16.9320  0.296

=====

No. 2
Molecular formula: C32H75Ca2F6N6O15S2
Method: DFT, ωB97M-V/def2-TZVPD

Properties
E_tot, a.u.: -5471.48836
Net charge: +2
2S+1: 2

Each line ends with the Mulliken charge.
Geometry (Å):
Ca: -0.2575 0.9514 -2.4049  1.385
Ca: 1.5653 3.4647 1.2675  1.377
O: 0.7406 1.7366 -0.2324  -0.268
C: 0.5929 0.4940 0.5488  0.949
C: -0.4561 -0.6867 0.1554  -0.455
O: -0.8054 -0.9625 -1.1584  0.093
H: 0.3678 0.9384 1.5184  -1.239
H: 1.5483 -0.0238 0.6328  0.201
H: -1.3467 -0.3776 0.7026  -0.544
H: -0.2595 -1.6449 0.6363  0.688
C: -1.4497 7.2245 0.6493  0.515
F: -0.3085 7.5683 1.2555  -0.160
F: -2.6069 7.5867 1.2610  -0.157
F: -1.5473 7.9656 -0.4461  -0.193
S: -1.3344 5.2630 0.1612  0.734
O: -2.7098 4.7304 0.0609  -0.621
O: -0.6317 5.2264 -1.1176  -0.537
N: -0.5255 4.4175 1.4730  -0.111
S: -1.4608 4.3867 2.7426  0.716
O: -0.5612 4.1967 3.8654  -0.568
O: -2.4396 5.5009 2.9158  -0.613
C: -2.5534 2.8260 2.4981  0.256
F: -3.8159 3.1959 2.2811  -0.251
F: -2.2110 2.0246 1.4740  -0.106
F: -2.4235 2.2562 3.6940  -0.162
C: 1.5987 -1.7862 5.1199  -0.780
O: 1.6994 -0.4676 4.5613  -0.231
C: 0.8097 0.5014 5.1130  -1.354
C: 0.6709 1.6932 4.0949  0.652
N: 1.8494 1.9575 3.2139  0.674
C: 2.9614 2.6138 3.9329  -0.855
C: 2.6689 4.1437 3.9718  -0.508
O: 2.6570 4.7609 2.6799  -0.550
C: 2.3580 6.1493 2.6393  -0.862
H: 2.2938 -2.4615 4.6210  0.115
H: 0.6103 -2.2062 4.9334  0.337
H: 1.6718 -1.7057 6.2044  0.346
H: 1.1089 0.8075 6.1154  0.487
H: -0.1625 0.0460 5.3017  0.578
H: 0.4716 2.4653 4.8380  0.486
H: -0.1967 1.6857 3.4351  -1.168
H: 2.2701 1.0580 3.0296  0.037
H: 3.9609 2.4704 3.5224  0.472
H: 3.0342 2.2181 4.9459  0.354
H: 3.4217 4.5724 4.6333  0.602
H: 1.7524 4.2665 4.5489  0.226
H: 3.0965 6.7011 3.2211  0.364
H: 1.3692 6.3255 3.0628  0.337
H: 2.2909 6.5470 1.6266  0.312
C: -3.8115 -7.3088 0.0011  -0.781
O: -3.1573 -6.2286 -0.5534  -0.302
C: -3.8818 -4.9523 -0.5750  -0.731
C: -2.7970 -3.9743 -0.7911  -0.049
N: -3.1928 -2.6954 -1.3615  0.545
C: -4.4035 -2.0801 -0.9194  -1.135
C: -4.4679 -1.5683 0.4559  0.703
O: -5.4976 -0.6570 0.7632  -0.396
C: -5.3002 -0.1086 2.0606  -0.433
H: -4.0481 -7.2019 1.0597  0.326
H: -3.1438 -8.1694 0.0407  0.256
H: -4.6233 -7.5983 -0.6662  0.315
H: -4.4146 -4.8056 0.3645  0.376
H: -4.6428 -4.8676 -1.3508  0.407
H: -2.0619 -4.3454 -1.5053  0.450
H: -2.3204 -3.6848 0.1454  0.241
H: -2.3702 -2.1172 -1.2660  -0.555
H: -5.2682 -2.6939 -1.1714  0.447
H: -4.6810 -1.2287 -1.5408  0.069
H: -3.5234 -1.0809 0.6979  -0.178
H: -4.7015 -2.4390 1.0686  0.334
H: -5.5120 -0.8084 2.8690  0.381
H: -5.9939 0.7322 2.0491  0.234
H: -4.2584 0.1526 2.2461  0.039
C: 6.0121 -2.5776 3.6223  -0.666
O: 5.7384 -3.3284 2.3950  -0.246
C: 5.1703 -4.6470 2.5659  -0.876
C: 4.1512 -4.9778 1.5665  -0.128
N: 4.7978 -5.3104 0.3012  -0.434
C: 3.7484 -5.2925 -0.7529  -1.266
C: 3.0947 -3.9117 -1.1767  0.110
O: 4.0248 -2.9147 -1.4982  -0.364
C: 4.4067 -2.0410 -0.4496  -0.491
H: 6.8667 -2.8720 4.2314  0.278
H: 5.1758 -2.5185 4.3190  0.223
H: 6.1289 -1.6081 3.1379  0.241
H: 4.6276 -4.6952 3.5100  0.521
H: 6.0522 -5.2875 2.5776  0.335
H: 3.4876 -4.1349 1.3733  0.104
H: 3.6183 -5.8668 1.9040  0.377
H: 5.4997 -4.6304 0.0462  0.316
H: 3.0096 -6.0261 -0.4301  0.429
H: 4.1160 -5.7985 -1.6457  0.469
H: 2.3637 -3.5118 -0.4739  0.210
H: 2.6482 -4.2791 -2.1007  0.240
H: 5.1371 -2.3949 0.2779  0.239
H: 3.4863 -1.6970 0.0222  0.096
H: 4.8486 -1.1303 -0.8540  0.327
C: -1.3482 -1.7791 -4.5086  -0.831
O: -0.1489 -0.9872 -4.2181  0.481
C: 1.0286 -1.6875 -4.4197  -1.304
C: 1.9205 -1.2025 -3.2142  0.172
N: 2.0275 0.2546 -2.9970  -0.268
C: 2.4255 0.9692 -4.1913  -0.659
C: 2.0077 2.4360 -4.1015  -0.972
O: 0.5668 2.6155 -3.9199  0.085
C: 0.1631 3.9706 -4.0596  -1.124
H: -1.4179 -2.0658 -5.5579  0.353
H: -2.2300 -1.1580 -4.3511  -0.025
H: -1.2874 -2.6660 -3.8778  0.309
H: 1.3786 -1.5235 -5.4389  0.326
H: 0.8456 -2.7605 -4.3622  0.534
H: 2.8681 -1.7236 -3.3504  0.642
H: 1.5080 -1.7213 -2.3489  -0.361
H: 2.5667 0.3631 -2.1499  0.093
H: 1.9333 0.5485 -5.0682  0.188
H: 3.5085 0.8662 -4.2588  0.473
H: 2.3377 2.8787 -5.0413  0.561
H: 2.5500 2.8800 -3.2667  0.377
H: 0.5349 4.5467 -3.2122  0.283
H: -0.8815 4.2739 -3.9897  0.275
H: 0.6363 4.4945 -4.8901  0.437
C: -4.6328 1.7334 -1.4296  -1.434
C: -3.2645 1.4619 -2.0593  1.912
C: -3.2564 1.7309 -3.6564  -1.567
O: -1.9598 1.5240 -4.1249  0.373
C: -1.8782 1.4472 -5.5592  -1.176
N: -2.2589 2.0915 -1.2899  0.770
H: -4.6109 1.5251 -0.3599  0.141
H: -5.4098 1.1399 -1.9114  0.531
H: -4.7978 2.8029 -1.5600  0.510
H: -3.1418 0.3812 -1.9888  -0.844
H: -3.3725 2.7640 -3.9840  0.351
H: -3.9657 0.9945 -4.0342  0.401
H: -2.0623 2.4144 -6.0268  0.329
H: -2.5183 0.7503 -6.1003  0.416
H: -0.9016 1.0972 -5.8938  0.206
H: -2.4936 1.8098 -0.3488  -0.600
H: -2.4828 3.0762 -1.2691  0.029

=====

No. 3
Molecular formula: C32H75ClNO16PS9
Method: DFT, ωB97M-V/def2-TZVPD

Properties
E_tot, a.u.: -6907.67416
Net charge: 0

Each line ends with the Mulliken charge.
Geometry (Å):
O: -4.1570 0.0191 1.6715  -0.075
P: -4.6328 0.4871 3.0463  0.496
O: -6.1340 -0.2461 3.4812  -0.459
C: -6.9489 -0.4913 2.3042  -0.418
C: -7.6035 0.8362 1.6555  -0.168
C: -7.7165 0.7093 0.0413  -0.727
Cl: -6.0856 0.7291 -0.8060  -0.085
O: -3.5164 -0.1217 4.1931  -0.286
C: -2.3475 0.7379 4.3136  -0.784
C: -1.1144 0.2984 3.3533  0.029
C: -1.0728 1.2048 2.0123  1.014
N: 0.2817 1.7134 1.6557  -0.254
C: 0.8208 1.1054 0.4083  0.155
C: -0.0226 1.4064 -0.9086  0.544
C: 0.1078 2.7234 -1.7514  -0.525
C: -0.7589 2.9397 -3.0459  -0.370
C: -1.7815 1.8618 -3.5005  -0.674
C: -1.9332 0.5419 -2.7039  -0.577
C: -1.0462 0.3481 -1.4511  0.339
O: -1.1848 -0.9036 -0.7460  0.153
O: -4.8721 2.1601 3.1947  -0.407
C: -4.5646 2.8696 1.9639  0.693
C: -4.1840 4.3915 2.4134  -0.741
C: -4.1083 5.3844 1.1605  -0.801
S: -2.7803 4.9123 -0.0501  1.125
O: -3.0954 3.6290 -0.7948  -0.448
O: -1.4213 4.7598 0.5816  -0.545
O: -2.7588 6.1377 -1.2213  -0.525
H: -6.4305 -1.1459 1.5062  0.195
H: -7.8437 -1.1297 2.6670  0.362
H: -8.7032 0.8818 2.0180  0.348
H: -7.1237 1.8112 1.9973  0.088
H: -8.1960 -0.3135 -0.2023  0.321
H: -8.3450 1.5356 -0.4290  0.366
H: -1.9536 0.5887 5.3927  0.304
H: -2.5533 1.8549 4.2105  0.323
H: -0.1471 0.4370 3.9763  0.413
H: -1.1880 -0.8330 3.1277  -0.155
H: -1.7155 2.1406 2.2559  -0.956
H: -1.6178 0.6529 1.1770  -0.143
H: 0.9379 1.4826 2.4208  0.424
H: 1.0173 -0.0242 0.4814  -0.516
H: 1.8615 1.5850 0.2411  0.091
H: 0.8586 3.5405 -1.4451  0.394
H: -0.6765 3.8839 -3.7052  0.401
H: -2.4378 2.0180 -4.4201  0.277
H: -2.6857 -0.2668 -3.0235  0.339
H: -2.0465 -1.3222 -0.9898  0.044
H: -5.4515 2.9752 1.2484  0.152
H: -3.6535 2.4834 1.3993  -0.381
H: -3.1037 4.3095 2.8255  0.249
H: -4.8188 4.7620 3.2859  0.400
H: -5.1461 5.4882 0.6912  0.366
H: -3.8063 6.4195 1.5819  0.381
H: -2.2671 5.7983 -2.0093  0.390
C: 2.3009 6.8229 -5.0464  -0.937
S: 1.9775 5.0927 -5.4507  0.354
O: 0.5224 4.8427 -5.2182  -0.583
C: 2.8692 4.3970 -4.0448  -0.794
H: 1.7960 7.4499 -5.7829  0.335
H: 1.9155 7.0519 -4.0510  0.279
H: 3.3749 7.0125 -5.0866  0.356
H: 2.4480 4.7741 -3.1122  0.181
H: 3.9256 4.6630 -4.1142  0.454
H: 2.7681 3.3111 -4.0736  0.345
C: -1.9250 -4.5123 0.7675  -0.103
S: -3.0553 -4.3455 -0.6293  0.404
O: -3.2892 -2.8820 -0.8445  -0.649
C: -4.5041 -5.0048 0.2210  -0.974
H: -0.9506 -4.1197 0.4715  0.225
H: -2.3001 -3.9445 1.6209  -0.340
H: -1.8250 -5.5663 1.0312  0.396
H: -4.7201 -4.4064 1.1083  0.217
H: -4.3193 -6.0428 0.5027  0.380
H: -5.3547 -4.9613 -0.4610  0.375
C: 6.0443 4.0854 -0.5525  -0.950
S: 4.3793 3.6846 0.0174  0.680
O: 3.4250 4.1012 -1.0580  -0.571
C: 4.3141 4.9403 1.3131  -1.120
H: 6.2854 3.4403 -1.3959  0.202
H: 6.0888 5.1292 -0.8708  0.337
H: 6.7585 3.9072 0.2521  0.378
H: 4.4650 5.9311 0.8801  0.351
H: 5.0837 4.7345 2.0591  0.418
H: 3.3319 4.8977 1.7865  0.306
C: 2.4528 -2.2842 1.4575  -0.267
S: 3.3735 -1.3148 2.6698  0.394
O: 3.4164 0.0968 2.1745  -0.513
C: 4.9835 -2.0562 2.3254  -0.995
H: 1.4119 -1.9560 1.4734  -0.056
H: 2.8644 -2.1268 0.4605  -0.055
H: 2.5013 -3.3420 1.7213  0.496
H: 5.2429 -1.9124 1.2748  0.251
H: 4.9529 -3.1211 2.5628  0.376
H: 5.7304 -1.5677 2.9530  0.351
C: 4.3892 -3.1969 -3.6288  -1.001
S: 3.2570 -2.7244 -2.3035  0.662
O: 3.1782 -3.8748 -1.3502  -0.640
C: 1.7604 -2.7543 -3.3121  -0.800
H: 5.3944 -3.2769 -3.2121  0.338
H: 4.0930 -4.1608 -4.0470  0.286
H: 4.3808 -2.4310 -4.4063  0.342
H: 1.6256 -3.7455 -3.7495  0.368
H: 1.8362 -2.0025 -4.0997  0.378
H: 0.9074 -2.5214 -2.6720  0.077
C: -2.8314 -4.5031 6.8411  -0.950
S: -3.5443 -4.6646 5.1895  0.503
O: -2.8520 -5.8036 4.5119  -0.627
C: -2.8429 -3.1372 4.5322  -0.550
H: -3.1119 -5.3806 7.4255  0.348
H: -1.7434 -4.4455 6.7741  0.289
H: -3.2267 -3.6071 7.3231  0.335
H: -1.7538 -3.1643 4.6078  0.385
H: -3.2368 -2.2855 5.0879  0.343
H: -3.1304 -3.0470 3.4835  -0.154
C: 9.0606 2.0672 -3.7714  -0.930
S: 8.9939 1.5285 -2.0492  0.481
O: 8.4196 2.6541 -1.2497  -0.567
C: 10.7796 1.5312 -1.7815  -0.971
H: 8.0391 2.1717 -4.1401  0.303
H: 9.5711 3.0295 -3.8422  0.304
H: 9.5847 1.3186 -4.3680  0.372
H: 11.1841 2.5265 -1.9749  0.307
H: 11.2486 0.7997 -2.4420  0.380
H: 10.9738 1.2570 -0.7436  0.311
C: -1.4723 -8.1264 -3.3968  -0.870
S: -1.5087 -8.6439 -1.6672  0.396
O: -2.0859 -7.5160 -0.8751  -0.500
C: 0.2802 -8.6147 -1.4238  -0.884
H: -2.4999 -8.0397 -3.7527  0.307
H: -0.9753 -7.1587 -3.4867  0.229
H: -0.9467 -8.8760 -3.9910  0.384
H: 0.6692 -7.6167 -1.6353  0.242
H: 0.7498 -9.3486 -2.0812  0.379
H: 0.4919 -8.8729 -0.3852  0.312